Record 1
2 unconnected molecules or ions with the total composition C5H12N. Source: the OMol25 dataset; level of theory: wB97M-V/def2-TZVPD.

Geometry as XYZ:
```
18
Properties=species:S:1:pos:R:3:forces:R:3
C 2.2187 0.4809 0.9749 -0.55 0.49 0.04
C 1.1381 0.8954 1.9643 0.06 -0.86 0.12
C -0.1822 1.2944 1.2839 0.24 0.85 -0.41
C -0.8669 0.0355 0.6928 1.18 1.46 0.28
C -0.4993 -0.2764 -0.4738 -2.47 -2.39 1.09
N -1.8441 -2.0342 -3.5838 -0.66 0.39 0.48
H 2.6847 1.3384 0.4956 -0.02 0.06 -0.06
H 1.7316 -0.1234 0.2049 0.20 -0.22 -0.35
H 2.9912 -0.1260 1.4218 0.15 -0.17 0.17
H 1.4644 1.7458 2.5611 -0.12 0.18 0.01
H 0.9417 0.0742 2.6603 0.03 0.13 0.06
H 0.0553 1.9592 0.4445 -0.04 0.07 0.20
H -0.8848 1.8225 1.9218 -0.12 -0.19 0.10
H -1.5707 -0.5448 1.2958 0.27 -0.27 -0.01
H -1.0217 -0.7468 -1.3096 1.03 0.88 -1.16
H -1.6716 -2.9971 -3.8222 0.20 0.08 -0.09
H -2.0306 -1.4457 -4.3830 0.11 -0.22 -0.04
H -1.1221 -1.6320 -3.0157 0.51 -0.26 -0.42
```
Forces are in eV/Å.

Its spin multiplicity is 1. As for the net charge: +1. Its HOMO energy is -13.21 eV. For the lowest unoccupied orbital energy, the calculation gives -8.1 eV. The energy comes out at -252.02632 a.u.

Record 2
A gas-phase ion, C5H12N (charge +1). Source: the OMol25 dataset; level of theory: wB97M-V/def2-TZVPD.

Geometry as XYZ:
```
18
Properties=species:S:1:pos:R:3:forces:R:3
C 2.3333 0.0712 -0.8082 1.05 0.88 -1.57
C 1.0992 -0.2470 0.2023 -3.64 0.30 3.02
N 0.4501 -1.5271 -0.0590 2.31 3.27 -0.69
C -2.2605 -0.3383 -0.1220 -1.25 -0.38 2.11
C -1.3381 0.5174 0.8050 -0.60 -0.64 0.27
C -0.0573 0.8830 0.1337 1.00 -2.24 -4.03
H 1.9698 0.1927 -1.9135 0.46 -0.93 2.12
H 2.7232 1.1646 -0.6007 -0.92 -2.33 0.40
H 3.1212 -0.7343 -0.6286 -1.02 1.34 -0.54
H 1.4201 -0.0483 1.3268 0.67 -1.59 -1.80
H -2.7894 0.3037 -0.8938 1.30 -1.03 0.42
H 0.9231 -2.3759 0.2651 0.51 -0.04 0.69
H -1.6785 -1.2540 -0.4032 -0.98 0.92 -0.60
H -3.1393 -0.7332 0.5097 1.31 0.48 -0.80
H -0.9890 0.0397 1.7446 -0.97 -0.19 -0.18
H -1.8966 1.4078 1.0812 0.21 0.20 0.12
H -0.2154 0.8398 -0.9687 -0.38 0.76 0.39
H 0.3240 1.8382 0.3292 0.94 1.23 0.66
```
Forces are in eV/Å.

Its spin multiplicity is 1. As for the net charge: +1. Its HOMO energy is -15.41 eV. For the lowest unoccupied orbital energy, the calculation gives -9.4 eV. The energy comes out at -251.97636 a.u.

Record 3
A gas-phase ion, C5H12N (charge +1). Source: the OMol25 dataset; level of theory: wB97M-V/def2-TZVPD.

Geometry as XYZ:
```
18
Properties=species:S:1:pos:R:3:forces:R:3
C 0.6105 -1.3453 -0.9715 0.20 0.26 -0.20
C 0.8064 -0.3865 -0.0493 -0.16 -1.80 0.15
C 2.1652 0.2557 -0.0416 -0.15 0.81 -0.07
C -0.1937 -0.2409 1.0923 1.40 0.29 -0.13
C -1.2860 0.7753 0.7773 -0.46 0.18 1.36
N -1.7996 0.5665 -0.6020 -0.80 -0.28 -0.90
H -0.1312 -2.1290 -1.0911 -0.64 0.44 0.63
H 1.3398 -1.4717 -1.7450 0.57 0.05 -0.27
H 2.8010 -0.4273 -0.5826 0.43 0.32 -0.38
H 2.1394 1.2551 -0.4919 0.21 -0.18 -0.17
H 2.6454 0.4065 0.9257 -0.48 -0.21 0.29
H -0.5267 -1.2515 1.3395 -0.66 0.25 -0.15
H 0.3816 0.0724 1.9747 -0.46 0.22 -0.11
H -2.1171 0.6679 1.4751 -0.19 -0.32 -0.23
H -1.0224 1.8250 0.9270 0.48 -0.18 -0.54
H -1.1232 0.8121 -1.3283 0.33 -0.15 0.17
H -2.0200 -0.4232 -0.7455 0.31 -0.10 0.03
H -2.6695 1.0389 -0.8630 0.06 0.39 0.53
```
Forces are in eV/Å.

Its spin multiplicity is 1. As for the net charge: +1. Its HOMO energy is -13.59 eV. For the lowest unoccupied orbital energy, the calculation gives -3.6 eV. The energy comes out at -252.18304 a.u. As for the structure (SMILES): C=C(C)CC[NH3+].

Record 4
A gas-phase ion, C5H12N (charge +2). Source: the OMol25 dataset; level of theory: wB97M-V/def2-TZVPD.

Geometry as XYZ:
```
18
Properties=species:S:1:pos:R:3:forces:R:3
C -1.1482 1.5162 -0.8272 0.07 -0.10 -0.14
C -0.8172 0.3188 0.0770 -0.17 -0.41 -0.06
N -0.4502 -0.9727 -0.6523 -0.14 0.04 0.51
C 0.5742 -1.6338 0.2241 -0.21 -0.16 0.44
C 1.4306 -0.4177 0.6184 0.42 -0.89 -0.94
C 0.4567 0.6848 0.8421 0.09 0.34 -0.02
H -2.2344 1.5373 -0.9989 0.09 -0.04 0.02
H -0.5863 1.4571 -1.7657 -0.02 0.07 0.15
H -0.9058 2.4687 -0.3474 -0.05 0.12 -0.02
H -1.6453 0.0523 0.7367 0.04 0.16 -0.04
H -0.0321 -0.8064 -1.5731 -0.27 0.12 -0.13
H -1.2879 -1.5542 -0.7618 0.09 -0.05 -0.24
H 0.0624 -2.0697 1.0941 0.11 0.15 -0.16
H 1.0903 -2.4228 -0.3150 0.10 0.06 -0.06
H 2.1418 -0.4879 1.4566 -0.09 0.18 0.38
H 2.1702 -0.3123 -0.2116 -0.09 0.34 0.23
H 1.0466 1.6117 0.5445 -0.01 -0.07 0.34
H 0.1344 1.0305 1.8597 0.04 0.14 -0.26
```
Forces are in eV/Å.

Its spin multiplicity is 2. As for the net charge: +2. Its HOMO energy (spin up / spin down) is -21.75 / -22.00 eV. For the lowest unoccupied orbital energy (spin up / spin down), the calculation gives -7.5 / -15.1 eV. The expectation value of S² is 0.75. The energy comes out at -251.65169 a.u.

Record 5
C5H12N2 in the gas phase. Source: the OMol25 dataset; level of theory: wB97M-V/def2-TZVPD.

Geometry as XYZ:
```
19
Properties=species:S:1:pos:R:3:forces:R:3
N -1.0857 -1.0088 2.3870 -0.79 -0.32 -0.59
C -0.0580 -1.0704 1.3545 1.92 -2.94 -0.51
C 0.2769 0.2545 0.6795 -0.18 0.29 -1.62
C -0.8468 0.5414 -0.3888 -1.52 -0.96 -0.28
C -0.2277 0.9774 -1.6754 -0.78 0.92 -1.49
C 1.1117 0.3540 -1.6438 3.01 0.12 0.00
N 1.5615 0.2201 -0.1798 -2.49 -1.27 -1.04
H -0.7857 -1.3140 3.3099 -0.02 0.01 -0.47
H -1.8657 -1.5991 2.0566 0.54 0.61 0.81
H -0.3570 -1.8530 0.5769 0.01 1.31 0.53
H 0.8805 -1.6385 1.6811 -0.81 1.32 0.18
H 0.2535 1.0597 1.4622 0.39 -0.64 -0.78
H -1.4443 1.3879 -0.0565 -0.72 -0.62 0.25
H -1.4601 -0.3602 -0.7936 0.61 1.14 2.01
H -0.6924 0.5694 -2.6085 -0.30 0.45 0.89
H -0.3675 2.0827 -1.7290 1.12 -0.57 -0.28
H 1.8679 1.0289 -2.1764 -0.71 -1.18 0.61
H 1.1157 -0.6480 -2.1722 -0.01 1.03 0.77
H 2.1232 1.0160 -0.0836 0.75 1.28 1.02
```
Forces are in eV/Å.

Its spin multiplicity is 1. Its HOMO energy is -8.98 eV. For the lowest unoccupied orbital energy, the calculation gives 1.1 eV. The energy comes out at -307.16208 a.u. As for the structure (SMILES): NC[C@@H]1CCCN1.

Record 6
C5H12N2 in the gas phase. Source: the OMol25 dataset; level of theory: wB97M-V/def2-TZVPD.

Geometry as XYZ:
```
19
Properties=species:S:1:pos:R:3:forces:R:3
C -2.0537 1.1601 1.3362 0.24 -1.41 -1.45
C -2.1874 0.6493 0.0966 2.55 -0.85 -0.75
C -1.6159 -0.7464 -0.4433 -0.70 -0.66 3.06
C -0.1285 -1.1060 -0.1711 -0.71 0.83 0.89
N 0.7478 -0.3886 -1.0441 0.60 -0.35 -1.46
C 2.0770 -0.2758 -0.4895 0.20 -2.24 -0.94
N 2.2791 0.8426 0.3787 2.01 0.52 1.59
H -2.3989 2.1723 1.4865 0.20 0.00 0.48
H -1.5222 0.5435 2.0893 -0.79 0.69 -0.15
H -2.3410 1.2917 -0.7703 -0.97 0.23 0.44
H -2.0941 -1.5675 0.2242 -0.02 1.20 -1.62
H -1.8247 -0.8568 -1.5179 -0.18 -0.19 0.51
H 0.2384 -0.7274 0.7992 -1.13 -0.61 0.57
H -0.0405 -2.2418 -0.1491 0.26 1.31 -0.58
H 0.3341 0.4452 -1.4465 0.26 -0.10 0.28
H 2.1063 -1.2253 0.1511 0.65 1.28 -0.78
H 2.8285 -0.4218 -1.3300 -0.57 0.43 0.92
H 2.3915 1.7378 -0.0900 -0.22 -0.26 -0.29
H 3.2041 0.7149 0.8900 -1.66 0.18 -0.73
```
Forces are in eV/Å.

Its spin multiplicity is 1. Its HOMO energy is -8.47 eV. For the lowest unoccupied orbital energy, the calculation gives 1.1 eV. The energy comes out at -307.13661 a.u. As for the structure (SMILES): C=CCCNCN.

Record 7
C5H12N2 in the gas phase. Source: the OMol25 dataset; level of theory: wB97M-V/def2-TZVPD.

Geometry as XYZ:
```
19
Properties=species:S:1:pos:R:3:forces:R:3
C 1.1690 1.9505 0.1473 -0.19 -0.60 1.53
C 0.8277 0.8158 0.7645 0.47 -0.93 0.70
N 0.5355 0.6304 2.1706 0.34 4.23 -2.13
C 0.7132 -0.5135 -0.0470 1.98 0.82 1.65
C -0.8064 -0.5894 -0.3773 1.27 -2.84 -1.05
C -0.9767 0.0510 -1.7629 -1.34 -1.02 -2.52
N -1.1547 -2.0206 -0.5625 -0.98 2.27 2.76
H 1.1948 2.9137 0.6570 0.18 -0.22 -0.36
H 1.6603 1.7026 -0.7530 0.16 0.84 -1.31
H -0.0793 1.3994 2.5365 0.83 -1.53 -0.23
H 0.2449 -0.2727 2.2790 -1.45 -2.46 1.00
H 1.2088 -1.3206 0.6256 -1.54 0.80 -0.88
H 1.4441 -0.5133 -0.9264 -1.50 0.23 0.78
H -1.4071 -0.1770 0.4998 0.65 -0.12 -1.49
H -0.4848 1.0125 -1.7086 -0.40 0.48 -0.74
H -0.6608 -0.5828 -2.7569 0.72 1.08 2.94
H -2.0333 0.0276 -2.1938 0.66 1.03 1.51
H -1.8485 -2.0571 -1.2239 -1.68 -0.82 -1.78
H -0.4655 -2.6873 -0.6395 1.81 -1.23 -0.36
```
Forces are in eV/Å.

Its spin multiplicity is 1. Its HOMO energy is -8.47 eV. For the lowest unoccupied orbital energy, the calculation gives 1.1 eV. The energy comes out at -307.13352 a.u. As for the structure (SMILES): C=C(N)C[C@@H](C)N.

Record 8
C5H12N2 in the gas phase. Source: the OMol25 dataset; level of theory: wB97M-V/def2-TZVPD.

Geometry as XYZ:
```
19
Properties=species:S:1:pos:R:3:forces:R:3
C 1.8918 1.9155 0.0594 -0.16 0.21 0.59
C 0.5910 1.9324 -0.2099 0.66 -0.93 -0.38
C -0.0202 0.8579 -1.0849 -0.69 -0.35 1.02
C 0.0017 -0.5513 -0.4507 -0.58 0.95 1.05
N -0.4643 -1.5203 -1.4255 1.09 0.56 -0.07
C -0.8509 -0.5933 0.8159 0.04 -0.43 1.47
N -0.6840 -1.9138 1.4807 -0.24 0.04 -0.70
H 2.5073 1.0658 -0.2129 0.07 0.17 -0.45
H 2.3808 2.6700 0.6646 -0.13 -0.01 0.07
H -0.0959 2.6373 0.2317 0.14 0.44 -0.10
H -1.0854 1.1150 -1.1587 0.12 -0.08 -0.67
H 0.4591 0.7583 -2.0572 -0.09 0.34 -0.11
H 0.9975 -0.6841 0.0014 0.25 -0.62 -0.94
H -1.1200 -1.0422 -2.0355 -0.17 -0.58 0.16
H -0.8301 -2.3269 -0.9473 -0.37 -0.16 -0.12
H -1.9177 -0.4666 0.6485 -0.13 0.11 -0.42
H -0.5474 0.1549 1.5647 0.00 0.40 -0.57
H 0.2054 -1.9340 1.9573 0.05 -0.11 0.14
H -1.4186 -2.0745 2.1584 0.14 0.04 0.01
```
Forces are in eV/Å.

Its spin multiplicity is 1. Its HOMO energy is -8.88 eV. For the lowest unoccupied orbital energy, the calculation gives 1.1 eV. The energy comes out at -307.17957 a.u. As for the structure (SMILES): C=CC[C@H](N)CN.

For each record above, in turn, the calculated ΔE to the lowest compared entry with this formula, charge and spin values are 128.5 159.9 30.2 43.2 42.2 58.2 60.1 31.2 kcal/mol.